# 1
Computed, not measured: a single C20H29N3O3S molecule, with the ωB97M-V functional and the def2-TZVPD basis.

```
56
Properties=species:S:1:pos:R:3:forces:R:3
C -0.408 -1.675 -3.055 0.16 0.30 0.24
C 0.661 -0.873 -2.318 0.04 -0.45 -0.20
H 1.499 -0.667 -2.989 -0.03 -0.04 0.13
H 1.048 -1.427 -1.455 0.02 0.10 -0.06
O 0.204 0.405 -1.926 -0.26 0.28 0.13
C -0.569 0.537 -0.819 -0.10 0.26 0.04
C -0.964 -0.499 0.015 0.04 0.01 -0.03
C -1.784 -0.258 1.118 0.23 0.45 -0.27
C -2.230 1.028 1.381 0.11 -0.19 0.12
C -1.811 2.073 0.578 0.18 0.00 -0.26
C -0.985 1.847 -0.509 0.06 -0.07 0.03
O -0.605 2.919 -1.294 -0.24 -0.34 0.02
C 0.716 3.378 -1.054 0.28 0.15 0.24
C 1.827 2.608 -1.777 -0.19 0.19 0.19
O 2.755 2.111 -1.160 0.17 -0.03 0.21
N 1.757 2.596 -3.114 0.18 0.01 -0.35
C 0.641 3.043 -3.927 -0.54 0.13 -0.08
C 1.124 2.837 -5.362 -0.01 -0.04 0.07
H 0.301 2.654 -6.049 -0.03 0.07 -0.02
C 2.070 1.644 -5.235 0.05 0.17 0.07
C 2.772 1.932 -3.913 0.34 -0.22 0.05
H 3.133 1.044 -3.390 0.03 0.07 -0.05
H 3.623 2.608 -4.056 0.02 -0.13 0.00
H 2.767 1.564 -6.066 0.01 -0.07 -0.02
H 1.496 0.720 -5.165 -0.02 -0.08 0.00
H 1.676 3.713 -5.704 0.00 0.03 -0.04
H 0.393 4.085 -3.715 -0.07 -0.04 -0.04
H -0.240 2.431 -3.713 0.03 0.10 -0.07
H 0.732 4.419 -1.394 0.03 -0.10 0.05
H 0.944 3.352 0.019 0.00 -0.02 -0.20
H -2.128 3.084 0.779 -0.01 0.12 -0.01
H -2.892 1.205 2.214 -0.07 -0.01 0.05
C -2.247 -1.387 1.944 -0.47 -0.46 0.14
N -1.340 -2.205 2.495 0.00 0.26 -0.21
C 0.047 -1.851 2.699 0.53 0.34 0.23
H 0.310 -0.977 2.103 -0.01 -0.15 0.06
C 0.285 -1.557 4.183 0.09 -0.13 -0.24
N -0.075 -2.716 4.976 0.00 0.04 0.00
C 0.257 -2.544 6.373 -0.01 0.01 -0.05
H 1.327 -2.363 6.464 0.04 0.01 0.08
H -0.284 -1.705 6.839 -0.01 0.02 0.03
H 0.010 -3.458 6.910 0.01 -0.01 0.09
C -1.479 -3.031 4.782 0.02 -0.12 -0.25
C -1.728 -3.337 3.306 -0.35 -0.38 0.36
H -2.783 -3.549 3.131 0.21 0.00 0.00
H -1.120 -4.196 3.007 0.00 0.03 0.02
H -1.729 -3.908 5.382 -0.04 0.02 -0.01
H -2.134 -2.197 5.092 0.01 -0.04 0.01
H 1.344 -1.339 4.340 -0.02 0.04 -0.01
H -0.302 -0.664 4.469 0.04 -0.02 0.00
H 0.669 -2.700 2.400 0.02 0.09 -0.01
S -3.877 -1.626 2.069 -0.43 0.08 0.02
H -0.666 -1.516 -0.185 0.06 -0.08 -0.07
H -1.265 -1.867 -2.414 -0.08 -0.06 0.02
H -0.751 -1.121 -3.925 -0.03 0.02 -0.09
H 0.008 -2.624 -3.381 0.02 -0.12 -0.04
```
Forces are in eV/Å.

E, eV: -42658.428
SMILES string: CCOc1cc(C(=S)N2CCN(C)CC2)ccc1OCC(=O)N1CCCC1
Energy above the lowest of the compared OMol25 structures with the same formula, charge and spin, kcal/mol: 36.6
HOMO-LUMO gap, eV: 8.40
Charge: 0
HOMO level, eV: -7.81
Lowest unoccupied orbital energy, Ha: 0.022

***

# 2
Computed, not measured: 2 unconnected molecules or ions with the total composition C13H18BF2NO5P in a non-equilibrium geometry, with the ωB97M-V functional and the def2-TZVPD basis.

```
41
Properties=species:S:1:pos:R:3:forces:R:3
C -1.968 -2.004 0.739 -0.92 0.46 -0.48
O -1.504 -1.426 -0.517 1.16 -1.28 1.36
C -0.089 -1.512 -0.440 1.68 0.12 -0.43
C 0.652 -1.050 -1.749 -0.77 1.27 0.27
C 1.902 -0.135 -1.416 -0.03 -0.56 -1.14
C 3.211 -0.934 -1.063 -0.27 0.44 0.37
C 3.267 -1.511 0.401 -0.54 -0.78 0.04
P 4.069 -0.359 1.642 1.17 0.40 -0.60
C 2.948 1.073 2.040 -1.30 1.27 0.06
C 2.993 2.270 1.222 -0.03 0.69 -0.26
C 2.202 3.478 1.444 -0.66 -2.91 2.65
C 1.310 3.359 2.618 1.94 -1.03 -1.79
C 1.352 2.098 3.329 -0.92 1.30 0.51
N 2.109 1.001 3.118 0.16 1.45 -1.36
H -1.810 -1.255 1.566 -0.15 -0.80 -0.66
H -3.063 -2.195 0.592 1.01 0.21 0.33
H -1.436 -2.969 0.967 -0.47 0.87 -0.23
H 0.317 -0.873 0.406 -0.66 -0.45 -0.65
H 0.283 -2.558 -0.204 -0.73 0.76 -0.14
H 0.896 -1.886 -2.450 -0.06 0.57 0.71
H -0.072 -0.380 -2.299 0.60 -0.73 0.51
H 1.587 0.615 -0.650 0.45 -0.65 -0.43
H 2.133 0.445 -2.358 -0.21 -0.47 0.93
H 4.096 -0.256 -1.219 -0.69 -0.66 0.19
H 3.319 -1.783 -1.791 -0.16 0.75 0.62
H 3.913 -2.436 0.363 -0.42 1.00 0.33
H 2.273 -1.863 0.789 0.78 0.36 -0.63
H 4.163 -1.135 2.848 -0.80 0.38 -0.43
H 3.698 2.269 0.353 -0.64 -0.05 0.89
H 2.265 4.387 0.816 0.01 -0.86 0.45
H 0.644 4.200 2.927 0.61 -1.05 -0.22
H 0.640 2.022 4.193 0.79 -0.04 -0.81
B -5.743 -0.484 -2.613 -0.80 -0.93 -1.21
O -5.942 -0.502 -1.142 0.52 0.47 -0.04
C -5.071 0.343 -0.611 -1.26 -0.98 1.69
O -4.970 0.565 0.570 0.17 0.10 -0.19
C -4.255 0.959 -1.689 1.31 0.91 -1.76
O -3.374 1.769 -1.538 -0.19 -0.09 0.22
O -4.641 0.478 -2.862 -0.07 0.05 0.72
F -6.925 -0.054 -3.262 0.60 -0.20 0.34
F -5.378 -1.772 -3.071 -0.20 0.65 0.24
```
Forces are in eV/Å.

E, eV: -40906.695
HOMO-LUMO gap, eV: 8.51
Charge: -1
HOMO level, eV: -6.47
Lowest unoccupied orbital energy, Ha: 0.075

***

# 3
Computed, not measured: a molecular structure, C18H21BrN7O2Re in a non-equilibrium geometry, with the ωB97M-V functional and the def2-TZVPD basis.

```
50
Properties=species:S:1:pos:R:3:forces:R:3
Re -0.041 -0.176 0.095 -1.14 -0.61 1.24
O -2.802 -0.822 1.897 0.03 -1.39 -0.74
C -2.873 0.417 2.409 -0.23 1.64 0.82
C -3.195 0.519 3.775 0.14 -0.31 -0.83
C -3.305 1.750 4.378 0.11 0.30 -0.16
C -3.075 2.909 3.642 0.05 0.09 -0.41
C -2.758 2.821 2.290 -0.09 0.11 0.77
C -2.645 1.592 1.662 0.22 -1.04 -0.27
C -2.266 1.549 0.163 -1.37 1.73 1.54
O -1.894 0.289 -0.224 3.07 -1.11 -0.92
N -1.140 2.450 -0.061 0.01 0.33 -0.61
N 0.051 1.856 -0.166 -0.71 -0.26 0.46
C 1.098 2.573 -0.494 1.13 0.41 -0.23
C 2.392 2.038 -0.652 -0.76 -0.33 0.16
Br 2.440 0.085 -0.628 -0.46 0.70 -0.34
C 3.523 2.809 -0.742 0.79 -0.06 -0.03
C 4.884 2.458 -0.922 -0.02 0.09 0.00
C 5.323 1.286 -1.585 0.13 -0.06 0.03
C 6.665 1.023 -1.717 -0.13 -0.12 -0.05
C 7.613 1.905 -1.192 -0.28 0.26 0.08
C 7.203 3.074 -0.545 0.08 -0.02 0.02
C 5.865 3.363 -0.429 -0.07 -0.06 -0.06
H -2.845 -0.792 0.925 -0.10 0.00 0.65
H -3.393 -0.396 4.311 -0.02 -0.07 0.08
H -3.586 1.819 5.417 0.01 -0.01 0.12
H -3.151 3.880 4.108 -0.06 0.03 0.03
H -2.594 3.727 1.728 -0.01 0.20 -0.07
H -3.124 1.908 -0.433 0.40 -0.15 -0.02
H -1.282 3.363 -0.479 0.12 -0.12 -0.08
H 0.982 3.639 -0.677 -0.01 -0.02 0.16
H 3.348 3.869 -0.579 -0.13 0.03 0.06
H 4.613 0.640 -2.076 -0.04 -0.11 -0.05
H 6.994 0.140 -2.244 0.00 -0.03 -0.08
H 8.665 1.701 -1.314 0.11 -0.05 0.02
H 7.942 3.753 -0.148 0.02 0.07 0.02
H 5.545 4.260 0.082 0.00 0.11 -0.03
N 0.827 -0.360 2.212 -0.58 0.35 -0.99
H 0.741 0.524 2.721 -0.03 -0.10 -0.07
H 1.815 -0.628 2.245 -0.17 0.08 -0.08
H 0.321 -1.063 2.760 -0.08 0.15 -0.24
N -1.200 -6.668 -0.109 -0.09 -0.09 -0.02
C -1.750 -5.470 -0.009 -0.40 -0.19 0.12
N -3.064 -5.319 0.109 0.07 -0.13 -0.05
N -0.914 -4.431 -0.020 0.17 0.40 -0.15
C -0.756 -3.217 0.058 0.23 -1.11 0.19
N -0.371 -2.101 0.158 -0.06 0.30 0.01
H -1.748 -7.518 -0.108 0.05 0.13 0.01
H -0.198 -6.751 -0.201 -0.09 0.02 0.00
H -3.685 -6.117 0.099 0.06 0.04 0.00
H -3.494 -4.413 0.196 0.12 -0.01 -0.01
```
Forces are in eV/Å.

E, eV: -105676.457
Multiplicity: 2
Energy above the lowest of the compared OMol25 structures with the same formula, charge and spin, kcal/mol: 15.4
HOMO-LUMO gap (alpha / beta), eV: 4.64 / 3.92
Charge: +3
HOMO level (alpha / beta), eV: -15.71 / -15.70
Lowest unoccupied orbital energy (alpha / beta), Ha: -0.407 / -0.433